No. 1
Density functional theory data (ωB97M-V with the def2-TZVPD basis set) for a structure of composition C27H59ClOP2PbSi3 at a distorted geometry.

Positions of all 94 atoms, in Å:
1 Pb -0.1518 -0.0534 -0.6085
2 C -2.0193 -1.8694 -1.3192
3 C -2.5073 -0.5597 -1.6974
4 C -1.5339 -0.0424 -2.6852
5 Si -4.0212 0.1699 -0.9473
6 C -0.4871 -1.0407 -2.8694
7 C -0.7858 -2.2017 -2.0007
8 Si 0.1164 -3.7702 -1.6699
9 H -2.4775 -2.4874 -0.5756
10 H -1.6073 0.8763 -3.2043
11 H 0.3271 -0.9624 -3.5406
12 Cl 3.7780 4.0813 -0.5972
13 C -1.0579 -4.9896 -0.9030
14 C 0.8209 -4.4726 -3.2363
15 C -5.0347 -1.1957 -0.1973
16 C -5.0211 1.0799 -2.2171
17 H 0.0263 -5.0042 -3.7982
18 H 1.6120 -5.2145 -3.0216
19 H 1.2493 -3.7252 -3.9209
20 H -1.4070 -4.6615 0.0904
21 H -0.5667 -5.9670 -0.7722
22 H -1.9500 -5.1497 -1.5344
23 H -5.5932 0.3571 -2.8333
24 H -4.4277 1.6921 -2.9128
25 H -5.7607 1.7486 -1.7388
26 H -5.2789 -1.9776 -0.9384
27 H -5.9869 -0.8001 0.1910
28 H -4.5139 -1.6840 0.6431
29 C 1.4659 -3.3699 -0.3969
30 C -3.4410 1.3108 0.4542
31 P 2.0912 -1.6827 -0.5742
32 H 2.2769 -4.1430 -0.3857
33 H 0.9735 -3.4256 0.6015
34 P -1.8353 2.0640 0.1001
35 H -3.3009 0.6585 1.3455
36 H -4.2248 2.0598 0.7388
37 C -1.3498 3.0846 1.5535
38 C -2.2125 3.2711 -1.2622
39 C 3.0465 -1.7468 -2.1685
40 C 3.3486 -1.3868 0.7554
41 C 2.8039 -0.6123 1.9155
42 H 4.1224 -0.7663 0.2651
43 C 4.0073 -2.6579 1.2784
44 H 3.3005 -3.2575 1.8650
45 H 4.8499 -2.4010 1.9391
46 H 4.4086 -3.2976 0.4750
47 H 2.2656 0.3126 1.5470
48 H 3.5837 -0.2646 2.5970
49 H 2.0614 -1.1991 2.5001
50 H 2.2876 -2.0870 -2.8945
51 C 4.1926 -2.7508 -2.1842
52 C 3.5250 -0.3689 -2.6104
53 H 3.8944 -3.7472 -1.8424
54 H 5.0400 -2.4050 -1.5773
55 H 4.5658 -2.8612 -3.2225
56 H 2.6771 0.2808 -2.8892
57 H 4.1790 -0.4682 -3.4912
58 H 4.0956 0.1410 -1.8265
59 H -2.6509 2.6291 -2.0458
60 C -0.9491 3.9016 -1.8322
61 C -3.2396 4.3341 -0.8979
62 H -4.1499 3.9167 -0.4555
63 H -3.5437 4.8768 -1.8161
64 H -2.8199 5.0817 -0.2111
65 H -0.3247 3.1525 -2.3498
66 H -0.3347 4.3723 -1.0561
67 H -1.2203 4.6802 -2.5637
68 C -0.3468 2.4467 2.5059
69 C -2.5186 3.5638 2.4095
70 H -0.8459 3.9715 1.1241
71 H -2.9791 2.7310 2.9518
72 H -3.3066 4.0550 1.8132
73 H -2.1751 4.2959 3.1548
74 H -0.8441 1.5352 3.0076
75 H 0.0727 3.0872 3.1993
76 H 0.5097 2.0395 1.7916
77 C 1.4095 1.6147 -0.7534
78 H 1.4550 1.8440 -1.7997
79 H 1.1650 2.5433 -0.2125
80 H 2.4222 1.3344 -0.4236
81 C -0.4268 -0.6064 3.5648
82 Si 0.8637 0.7359 2.9160
83 C 2.3632 2.1644 3.0936
84 C 1.7709 0.1205 4.5522
85 O 0.3679 0.3647 1.3865
86 H -0.7388 -0.4113 4.5934
87 H 0.0351 -1.6037 3.4894
88 H -1.2961 -0.6263 2.9382
89 H 2.2638 2.6881 4.0538
90 H 3.3884 1.7595 3.0665
91 H 2.3483 2.9201 2.3082
92 H 1.6106 -0.9290 4.7988
93 H 2.8416 0.2342 4.5424
94 H 1.3840 0.7217 5.3655

The HOMO-LUMO gap (alpha / beta) comes out at 4.15 / 4.14 eV. The value obtained for the HOMO energy (alpha / beta) is -6.56 / -6.55 eV. The value obtained for the LUMO energy (alpha / beta) is -0.08864 / -0.08861 hartree.

***

No. 2
Density functional theory data (ωB97M-V with the def2-TZVPD basis set) for a cluster of 5 separate species, C3H16O4 in total at a distorted geometry.

Positions of all 23 atoms, in Å:
1 C 1.7395 0.2853 1.2735
2 C 0.6674 -0.1439 0.2485
3 C 0.4838 1.0540 -0.7065
4 H 2.7832 0.2834 0.8889
5 H 1.6958 -0.4663 2.0711
6 H 1.5453 1.2670 1.7203
7 H -0.3174 -0.2822 0.7243
8 H 0.8591 -1.0541 -0.2863
9 H -0.4478 1.0108 -1.2812
10 H 0.6963 1.9593 -0.0686
11 H 1.3014 1.1143 -1.4402
12 O 2.1720 -2.5256 -1.6938
13 H 1.8857 -1.8009 -2.2592
14 H 1.4921 -3.2028 -1.7992
15 O -0.7542 -3.5357 -1.6304
16 H -0.8674 -2.6417 -1.2899
17 H -1.2343 -4.0897 -1.0068
18 O -3.5207 1.5029 0.8936
19 H -4.3235 1.1530 0.5007
20 H -2.7846 0.9342 0.6490
21 O -0.7693 3.1504 1.1873
22 H -1.7187 2.9511 1.1735
23 H -0.5836 3.0773 2.1313

The calculation puts the relative energy (zero: lowest compared OMol25 entry of this formula, charge and spin) at 18.1 kcal/mol. The SMILES is CCC.O.O.O.O. The HOMO-LUMO gap comes out at 11.06 eV. The value obtained for the HOMO energy is -10.86 eV. The value obtained for the LUMO energy is 0.00732 hartree.

***

No. 3
Density functional theory data (ωB97M-V with the def2-TZVPD basis set) for a structure of composition C14H11NO3S4Ta.

Positions of all 34 atoms, in Å:
1 Ta 1.0629 -0.2894 -0.8840
2 S 3.4365 -0.0909 -0.2459
3 C 2.7323 -0.3794 1.3310
4 C 3.3999 -0.4124 2.5461
5 C 2.6509 -0.6615 3.6813
6 C 1.2708 -0.8563 3.5956
7 C 0.6723 -0.8033 2.3602
8 N 1.4087 -0.5855 1.2601
9 H 4.4660 -0.2451 2.5868
10 H 3.1388 -0.6981 4.6463
11 H 0.6794 -1.0423 4.4794
12 H -0.3900 -0.9345 2.2033
13 O -2.9564 -0.1088 -0.5457
14 C -1.9274 0.4822 -0.6437
15 O -0.7393 -0.0971 -0.3228
16 C -1.8204 1.9059 -1.0770
17 C -3.0017 2.6430 -0.9809
18 C -3.0464 3.9742 -1.3478
19 C -1.9049 4.5912 -1.8334
20 C -0.7257 3.8758 -1.9488
21 C -0.6755 2.5382 -1.5670
22 S 0.9428 1.8145 -1.8210
23 H -3.8825 2.1366 -0.6118
24 H -3.9713 4.5266 -1.2585
25 H -1.9248 5.6315 -2.1278
26 H 0.1653 4.3508 -2.3372
27 C -0.6278 -4.7095 -0.8355
28 O -0.2524 -3.6157 -1.7004
29 C 0.8991 -3.0172 -1.5322
30 S 2.0319 -3.3160 -0.4031
31 S 1.0665 -1.6998 -2.7464
32 H -1.7108 -4.7363 -0.8744
33 H -0.2630 -4.5352 0.1739
34 H -0.2040 -5.6360 -1.2189

The calculation puts the relative energy (zero: lowest compared OMol25 entry of this formula, charge and spin) at 21.3 kcal/mol. The HOMO-LUMO gap comes out at 7.27 eV. The value obtained for the HOMO energy is -12.01 eV. The charge is +1. The value obtained for the LUMO energy is -0.17417 hartree.

***

No. 4
Density functional theory data (ωB97M-V with the def2-TZVPD basis set) for a structure of composition C23H39N3OS4Si2Y at a distorted geometry.

Positions of all 73 atoms, in Å:
1 Y -1.3100 1.4725 0.2995
2 C -0.1514 -1.6809 -0.6894
3 C -1.3290 -2.2460 0.0922
4 S -2.8235 -1.3087 -0.4176
5 C -3.9947 -1.7233 0.9145
6 C -4.9724 -0.5904 1.1725
7 S -4.2533 0.9301 1.8637
8 C -3.5618 0.2863 3.4198
9 C -3.1923 1.4603 4.3113
10 S -1.7010 2.3487 3.7622
11 C -0.4003 1.3933 4.5883
12 C -0.2163 -0.0301 4.0951
13 S -0.0627 -0.1732 2.2855
14 H -0.2601 -0.5925 -0.7520
15 H -0.2066 -2.0412 -1.7183
16 H -1.2057 -2.0824 1.1585
17 H -1.4998 -3.3024 -0.1155
18 H -3.4049 -1.9668 1.7974
19 H -4.5535 -2.6080 0.6095
20 H -5.7566 -0.9169 1.8554
21 H -5.4468 -0.2690 0.2442
22 H -2.6829 -0.3104 3.1817
23 H -4.3264 -0.3364 3.8887
24 H -3.0177 1.1339 5.3361
25 H -3.9909 2.2020 4.3138
26 H -0.6367 1.3982 5.6542
27 H 0.5033 1.9807 4.4284
28 H -1.0317 -0.6685 4.4353
29 H 0.7143 -0.4249 4.5017
30 C 1.7566 3.2556 1.4597
31 Si 1.4014 2.1286 -0.0471
32 C 1.6382 3.2272 -1.5973
33 C 2.8158 0.8045 0.0116
34 C 4.0401 1.4964 0.0366
35 C 5.2567 0.8860 0.2769
36 C 5.2810 -0.4748 0.5311
37 C 4.0993 -1.1875 0.4575
38 C 2.8542 -0.6025 0.1702
39 Si 1.6059 -2.0479 -0.0198
40 C 1.6254 -3.1147 1.5420
41 C 2.3494 -3.1080 -1.4145
42 H 2.8076 3.5493 1.5130
43 H 1.5117 2.7425 2.3920
44 H 1.1630 4.1739 1.4164
45 H 2.6815 3.5183 -1.7500
46 H 1.0617 4.1502 -1.4878
47 H 1.2930 2.7316 -2.5013
48 H 4.0402 2.5706 -0.1215
49 H 6.1704 1.4666 0.2738
50 H 6.2064 -0.9791 0.7778
51 H 4.1456 -2.2597 0.6252
52 H 2.2295 -4.0133 1.3980
53 H 0.6216 -3.4311 1.8299
54 H 2.0386 -2.5533 2.3790
55 H 1.9564 -4.1273 -1.3634
56 H 3.4350 -3.1700 -1.3329
57 H 2.1189 -2.7197 -2.4092
58 C -3.3350 0.5491 -4.5462
59 N -1.8913 0.4857 -4.3410
60 C -1.0539 0.0707 -5.3203
61 C 0.2749 -0.0416 -5.1152
62 C 0.7549 0.2847 -3.8134
63 N -0.0721 0.7133 -2.8629
64 C -1.3846 0.8291 -3.0939
65 O -2.1906 1.2421 -2.2338
66 N 2.0500 0.1859 -3.5139
67 H -3.5499 0.5643 -5.6111
68 H -3.7288 1.4465 -4.0787
69 H -3.8199 -0.3143 -4.0899
70 H -1.5110 -0.1602 -6.2723
71 H 0.9423 -0.3566 -5.9025
72 H 2.7102 -0.1570 -4.1884
73 H 2.3715 0.4120 -2.5789

The calculation puts the relative energy (zero: lowest compared OMol25 entry of this formula, charge and spin) at 36.8 kcal/mol. The HOMO-LUMO gap comes out at 6.56 eV. The value obtained for the HOMO energy is -9.68 eV. The charge is +1. The value obtained for the LUMO energy is -0.11454 hartree.

***

No. 5
Density functional theory data (ωB97M-V with the def2-TZVPD basis set) for a structure of composition C36H28GeMnN2O7Se.

Positions of all 76 atoms, in Å:
1 Mn 0.3657 1.5739 1.9743
2 C 0.7930 -0.0918 5.9185
3 C 0.1589 0.2549 4.5887
4 O 0.8337 1.0038 3.8509
5 C -1.0909 -0.3181 4.2959
6 C -1.8476 -0.0930 3.1424
7 C -3.1840 -0.7758 3.0210
8 N -1.4284 0.6964 2.1730
9 N -2.3287 0.8734 1.1523
10 C -1.8959 1.6541 0.2486
11 O -0.6820 2.2837 0.3856
12 C -2.7148 2.0536 -0.8996
13 C -2.4377 3.2373 -1.5776
14 C -3.2274 3.6265 -2.6491
15 C -4.2938 2.8390 -3.0535
16 C -4.5802 1.6605 -2.3706
17 C -3.7991 1.2683 -1.2995
18 H 1.5000 0.6891 6.1921
19 H 1.3414 -1.0311 5.8079
20 H 0.0471 -0.2205 6.7036
21 H -1.5102 -0.9814 5.0403
22 H -3.3084 -1.4874 3.8364
23 H -3.2614 -1.2953 2.0659
24 H -3.9938 -0.0447 3.0587
25 H -1.6128 3.8511 -1.2405
26 H -3.0034 4.5486 -3.1716
27 H -4.8986 3.1373 -3.9020
28 H -5.4143 1.0422 -2.6808
29 H -4.0017 0.3528 -0.7588
30 O 5.5400 -1.7242 2.5604
31 C 4.5328 -1.0743 2.3609
32 C 3.1389 -1.6047 2.2005
33 O 2.7937 -2.7851 2.2322
34 C 2.2999 -0.4448 1.9845
35 C 3.0419 0.7653 2.0792
36 O 2.5123 1.9072 1.9854
37 C 4.4669 0.4294 2.2244
38 O 5.4260 1.1836 2.2035
39 O 1.0486 -0.4490 1.7149
40 C 0.5470 1.6127 0.0112
41 Ge 0.5520 -0.0674 -0.9714
42 C 0.2136 0.3591 -2.8915
43 C 0.1976 -0.6541 -3.8524
44 C 0.0168 -0.3766 -5.1978
45 C -0.1507 0.9367 -5.6207
46 C -0.1221 1.9603 -4.6866
47 C 0.0621 1.6666 -3.3398
48 C -0.7578 -1.4645 -0.5379
49 C -1.9234 -1.5639 -1.2972
50 C -2.8956 -2.5132 -1.0088
51 C -2.7092 -3.3938 0.0458
52 C -1.5488 -3.3149 0.8041
53 C -0.5833 -2.3580 0.5225
54 C 2.3821 -0.7180 -1.0420
55 C 2.6909 -2.0681 -0.9380
56 C 4.0123 -2.4957 -0.9569
57 C 5.0409 -1.5749 -1.0780
58 C 4.7458 -0.2222 -1.1866
59 C 3.4254 0.1979 -1.1737
60 H 1.2023 2.3831 -0.3907
61 H 0.3323 -1.6868 -3.5414
62 H 0.0075 -1.1849 -5.9212
63 H -0.2998 1.1582 -6.6717
64 H -0.2470 2.9907 -5.0008
65 H 0.0921 2.4807 -2.6232
66 H -2.0915 -0.8807 -2.1221
67 H -3.8009 -2.5564 -1.6054
68 H -3.4670 -4.1340 0.2796
69 H -1.3895 -3.9966 1.6321
70 H 0.3027 -2.2856 1.1433
71 H 1.9040 -2.7970 -0.7779
72 H 4.2375 -3.5462 -0.8185
73 H 6.0726 -1.9046 -1.0443
74 H 5.5439 0.5095 -1.2348
75 H 3.2157 1.2629 -1.2136
76 Se -0.1362 3.7292 2.9080

The calculation puts the relative energy (zero: lowest compared OMol25 entry of this formula, charge and spin) at 61.3 kcal/mol. The HOMO-LUMO gap (alpha / beta) comes out at 5.50 / 5.46 eV. The value obtained for the HOMO energy (alpha / beta) is -1.35 / -1.32 eV. The charge is -2. Its spin multiplicity is 2. As for the expectation value of S²: 0.877. The value obtained for the LUMO energy (alpha / beta) is 0.15234 / 0.15222 hartree.

***

No. 6
Density functional theory data (ωB97M-V with the def2-TZVPD basis set) for a cluster of 2 separate species, C5H12N2 in total at a distorted geometry.

Positions of all 19 atoms, in Å:
1 C 1.2289 0.2448 -0.2863
2 C -1.0952 -1.0645 0.5560
3 C 1.9192 -1.0504 0.0097
4 C 1.1556 1.2667 0.8023
5 C -1.4958 -0.1201 -0.3750
6 N -2.7781 0.4226 -0.3033
7 N -0.6011 0.4209 -1.2173
8 H 1.5670 0.6642 -1.2258
9 H -3.0166 1.1565 -0.9514
10 H -3.5282 -0.2054 -0.0628
11 H -1.0292 0.8860 -2.0197
12 H -0.4115 -1.8305 0.2431
13 H -1.7226 -1.2892 1.4091
14 H 3.0032 -0.8754 -0.0478
15 H 1.6910 -1.4258 1.0051
16 H 0.4168 2.0272 0.5491
17 H 1.6802 -1.8150 -0.7300
18 H 0.8851 0.8210 1.7579
19 H 2.1312 1.7662 0.8870

The calculation puts the relative energy (zero: lowest compared OMol25 entry of this formula, charge and spin) at 84.8 kcal/mol. The HOMO-LUMO gap comes out at 7.18 eV. The value obtained for the HOMO energy is -6.61 eV. The value obtained for the LUMO energy is 0.02074 hartree.